[1]
Density functional theory data (wB97M-V/def2-TZVPD) for a molecular structure, C15H30CdClN7SSi in a non-equilibrium geometry.

Its HOMO-LUMO gap is 8.232 eV. The net charge is 0. The HOMO energy is -7.657 eV.

Last column: Löwdin charge in e.
Atoms and positions in Å:
Cd  0.558  -0.038  -0.974  1.063
N  1.771  -1.187  0.877  -0.078
C  1.337  -2.517  1.228  -0.260
C  1.343  -3.320  -0.065  -0.209
N  0.489  -2.661  -1.060  -0.141
C  -0.706  -3.361  -1.550  -0.219
C  -1.785  -2.328  -1.759  -0.260
N  -1.227  -1.157  -2.498  -0.082
H  1.678  -0.533  1.647  -0.002
H  2.756  -1.199  0.635  0.054
H  1.900  -2.917  2.029  0.100
H  0.294  -2.417  1.583  0.104
H  2.368  -3.313  -0.454  0.120
H  1.038  -4.322  0.143  0.104
H  1.073  -2.640  -1.878  -0.003
H  -0.477  -3.802  -2.540  0.123
H  -1.138  -4.127  -0.914  0.117
H  -2.731  -2.637  -2.256  0.115
H  -2.122  -1.939  -0.738  0.102
H  -0.829  -1.375  -3.390  0.045
H  -1.887  -0.381  -2.731  0.086
C  2.694  3.228  -2.279  -0.021
C  2.892  3.195  -0.821  -0.304
N  2.458  4.115  0.010  0.135
N  2.607  3.536  1.264  0.027
C  3.075  2.287  1.239  -0.847
S  3.401  1.331  2.592  0.546
N  3.284  2.064  -0.066  -0.123
N  3.863  0.926  -0.540  0.063
H  2.276  4.138  -2.577  0.060
H  2.012  2.392  -2.602  0.059
H  3.609  3.084  -2.865  0.090
H  2.240  3.977  2.028  0.101
H  3.439  0.623  -1.393  -0.101
H  4.902  1.000  -0.709  0.137
C  -0.233  2.187  2.109  -0.240
Si  -0.978  1.458  0.482  0.422
C  -1.868  2.771  -0.352  -0.303
C  -2.294  0.124  0.978  -0.307
C  -3.606  0.148  0.429  -0.139
C  -4.633  -0.708  0.777  -0.080
C  -4.410  -1.623  1.834  -0.088
C  -3.143  -1.693  2.370  -0.123
C  -2.115  -0.841  2.029  -0.126
H  -1.039  2.176  2.847  0.024
H  -0.038  3.261  1.979  0.013
H  0.658  1.644  2.464  -0.038
H  -2.843  3.109  0.147  0.068
H  -2.155  2.437  -1.359  0.017
H  -1.285  3.682  -0.466  0.021
H  -3.735  0.821  -0.381  0.070
H  -5.632  -0.592  0.357  0.103
H  -5.170  -2.278  2.120  0.078
H  -3.013  -2.372  3.245  0.115
H  -1.236  -0.799  2.671  0.096
Cl  2.313  -0.638  -2.892  -0.285

=====

[2]
Density functional theory data (wB97M-V/def2-TZVPD) for a single C2H2INO2 molecule in a non-equilibrium geometry.

Its HOMO-LUMO gap is 10.197 eV. As for the SMILES: O=CO/N=C/I. The net charge is 0. The HOMO energy is -10.312 eV.

Last column: Löwdin charge in e.
Atoms and positions in Å:
O  2.782  0.357  -0.340  0.083
C  1.660  0.509  0.075  -0.391
O  0.673  -0.338  0.103  -0.019
N  -0.683  0.086  0.411  -0.014
C  -1.611  -0.549  -0.144  -0.711
I  -3.505  0.180  0.068  0.893
H  1.469  1.417  0.620  0.129
H  -1.474  -1.437  -0.650  0.031

=====

[3]
Density functional theory data (wB97M-V/def2-TZVPD) for a single C16H22N4O4S2 molecule in a non-equilibrium geometry.

Its HOMO-LUMO gap is 8.997 eV. As for the SMILES: CCCCN(C)S(=O)(=O)c1ccc(C(=O)Nc2nnc(CSC)o2)cc1. The net charge is 0. The HOMO energy is -8.727 eV.

Last column: Löwdin charge in e.
Atoms and positions in Å:
C  -5.509  -1.919  1.140  -0.112
C  -4.712  -0.750  1.709  -0.260
C  -4.065  0.120  0.633  -0.194
C  -2.948  -0.598  -0.124  -0.211
N  -2.321  0.301  -1.075  -0.293
C  -2.388  -0.023  -2.475  -0.090
S  -0.972  1.073  -0.512  0.655
O  -0.498  1.950  -1.548  -0.292
O  -1.288  1.639  0.764  -0.271
C  0.278  -0.197  -0.274  -0.262
C  0.867  -0.760  -1.390  -0.039
C  1.912  -1.652  -1.229  -0.003
C  2.363  -1.957  0.051  -0.153
C  3.611  -2.766  0.214  -0.415
O  3.666  -3.958  0.363  0.121
N  4.764  -2.003  0.169  0.209
C  4.878  -0.648  0.051  -0.363
N  5.989  0.021  0.071  0.093
N  5.655  1.323  -0.061  0.098
C  4.372  1.387  -0.160  -0.417
C  3.495  2.560  -0.277  -0.361
S  2.432  2.644  1.228  0.832
C  1.208  3.835  0.627  -0.396
O  3.804  0.150  -0.103  0.106
C  1.726  -1.429  1.169  0.004
C  0.677  -0.540  1.002  -0.057
H  -6.254  -1.563  0.432  0.074
H  -4.861  -2.628  0.632  0.063
H  -6.024  -2.448  1.939  0.069
H  -5.383  -0.123  2.300  0.106
H  -3.938  -1.128  2.380  0.108
H  -3.625  1.006  1.093  0.100
H  -4.822  0.451  -0.081  0.118
H  -2.194  -0.949  0.589  0.118
H  -3.337  -1.463  -0.665  0.123
H  -1.820  0.737  -3.006  0.080
H  -3.426  0.014  -2.809  0.097
H  -1.978  -1.016  -2.696  0.090
H  0.539  -0.459  -2.372  0.114
H  2.404  -2.080  -2.089  0.131
H  5.646  -2.489  0.282  0.174
H  4.094  3.465  -0.355  0.094
H  2.818  2.454  -1.126  0.093
H  0.483  3.951  1.425  0.035
H  0.712  3.436  -0.253  0.001
H  1.698  4.782  0.417  0.037
H  2.076  -1.681  2.158  0.132
H  0.196  -0.069  1.844  0.117

=====

[4]
Density functional theory data (wB97M-V/def2-TZVPD) for a molecular structure, H6KO3.

Its HOMO-LUMO gap is 12.181 eV. The net charge is +1. The HOMO energy is -15.797 eV.

Last column: Löwdin charge in e.
Atoms and positions in Å:
K  1.380  0.281  1.069  0.970
O  1.976  -1.114  -1.356  -0.112
H  2.764  -1.549  -1.706  0.065
H  1.239  -1.722  -1.525  0.046
O  -0.831  -0.799  -0.305  -0.107
H  -0.784  -0.100  -0.977  0.058
H  -1.777  -0.872  -0.117  0.069
O  -1.009  1.908  1.403  -0.102
H  -1.450  1.246  1.954  0.046
H  -1.508  2.722  1.559  0.067

=====

[5]
Density functional theory data (wB97M-V/def2-TZVPD) for a molecular structure, C15H18As2Br2N3Pd.

Its HOMO-LUMO gap (alpha / beta) is 7.531 / 5.075 eV. Its spin multiplicity is 3. As for the expectation value of S²: 2.03. The net charge is +1. The HOMO energy (alpha / beta) is -10.115 / -11.732 eV.

Last column: Löwdin spin population.
Atoms and positions in Å:
Pd  -0.466  0.033  0.061  0.631
C  -0.393  -1.832  3.433  0.020
As  0.440  -1.571  1.703  0.079
C  2.307  -1.589  2.199  0.025
C  0.165  -3.311  0.891  0.001
C  0.902  -4.419  1.300  0.002
C  0.656  -5.669  0.753  0.000
C  -0.341  -5.823  -0.201  0.001
C  -1.078  -4.722  -0.611  0.002
C  -0.824  -3.460  -0.079  0.003
As  -1.849  -1.917  -0.662  0.076
C  -3.620  -2.369  -0.025  0.020
C  -2.053  -2.229  -2.564  0.021
H  -0.032  -2.765  3.861  0.004
H  -1.471  -1.878  3.309  0.000
H  -0.143  -1.002  4.090  0.000
H  2.515  -2.420  2.869  0.004
H  2.518  -0.655  2.716  0.000
H  2.929  -1.661  1.311  0.000
H  1.675  -4.314  2.051  0.000
H  1.239  -6.523  1.074  0.000
H  -0.543  -6.797  -0.626  0.000
H  -1.854  -4.859  -1.353  0.000
H  -3.896  -3.357  -0.389  0.004
H  -4.333  -1.632  -0.387  0.000
H  -3.621  -2.367  1.062  0.000
H  -2.336  -3.259  -2.768  0.004
H  -1.117  -2.006  -3.068  0.000
H  -2.834  -1.572  -2.942  0.000
Br  0.877  2.184  1.302  0.057
C  2.198  2.090  -0.093  0.002
Br  2.056  0.454  -1.108  0.018
H  3.177  2.124  0.361  0.000
H  2.025  2.915  -0.769  0.000
N  -1.354  1.478  -1.351  0.181
C  -1.622  1.791  -2.422  0.044
C  -1.952  2.147  -3.759  0.337
C  -1.611  3.424  -4.251  0.028
N  -1.314  4.470  -4.643  0.209
C  -2.596  1.190  -4.577  0.028
N  -3.109  0.377  -5.218  0.199

=====

[6]
Density functional theory data (wB97M-V/def2-TZVPD) for a single CH2Cl2N2 molecule in a non-equilibrium geometry.

Its HOMO-LUMO gap (alpha / beta) is 8.258 / 8.257 eV. The net charge is 0. The HOMO energy (alpha / beta) is -9.049 / -9.048 eV.

Last column: Löwdin charge in e.
Atoms and positions in Å:
C  1.123  0.001  -0.022  -0.043
N  -0.893  -0.930  0.415  -0.430
N  -0.145  0.050  0.132  -0.613
Cl  -2.502  -0.895  -0.200  0.515
Cl  -0.899  1.814  -0.049  0.389
H  1.943  0.818  0.234  0.135
H  1.373  -0.859  -0.510  0.046

=====

[7]
Density functional theory data (wB97M-V/def2-TZVPD) for a gas-phase ion, C6H9O2 (charge -1) in a non-equilibrium geometry.

Its HOMO-LUMO gap is 7.461 eV. As for the SMILES: C/C=C/CCC(=O)[O-]. The net charge is -1. The HOMO energy is -3.810 eV.

Last column: Löwdin charge in e.
Atoms and positions in Å:
C  1.432  2.490  -0.509  -0.124
C  0.253  1.526  -0.519  -0.187
C  -0.006  0.670  0.452  -0.133
C  -1.131  -0.340  0.404  -0.218
C  -0.803  -1.656  -0.283  -0.154
C  -0.190  -2.738  0.669  -0.762
O  0.885  -2.384  1.213  -0.096
O  -0.828  -3.803  0.778  -0.095
H  1.303  3.246  0.265  0.060
H  1.571  2.928  -1.491  0.050
H  2.352  1.957  -0.265  0.065
H  -0.309  1.474  -1.452  0.096
H  0.602  0.615  1.348  0.109
H  -1.930  0.151  -0.168  0.094
H  -1.545  -0.519  1.395  0.108
H  -1.641  -2.110  -0.806  0.088
H  -0.014  -1.507  -1.029  0.101

=====

[8]
Density functional theory data (wB97M-V/def2-TZVPD) for a single C4H6ClNO molecule in a non-equilibrium geometry.

Its HOMO-LUMO gap is 9.684 eV. As for the SMILES: C/C(=C/Cl)NC=O. The net charge is 0. The HOMO energy is -8.906 eV.

Last column: Löwdin charge in e.
Atoms and positions in Å:
C  -0.495  1.434  0.049  -0.032
C  0.430  0.242  0.064  -0.380
C  1.723  0.418  -0.051  -0.518
Cl  2.917  -0.854  0.042  0.610
N  -0.033  -1.092  0.034  0.070
C  -1.341  -1.501  0.035  -0.339
O  -2.311  -0.803  -0.009  0.044
H  0.126  2.338  0.082  0.081
H  -1.148  1.458  0.942  0.094
H  -1.141  1.381  -0.842  0.092
H  2.130  1.397  -0.222  0.065
H  0.603  -1.812  -0.195  0.078
H  -1.459  -2.607  0.070  0.136